Computed, not measured: a structure of composition C48H128N8O16 in a non-equilibrium geometry, with ωB97M-V/def2-TZVPD.

As for the highest occupied orbital energy: -6.770 eV. The value obtained for the calculated total energy is -96469.425 eV. Its maximum force is 17.34 eV Å⁻¹. Its energy above the lowest of the compared OMol25 structures with the same formula, charge and spin is 52.251 eV. The HOMO-LUMO gap comes out at 7.043 eV.

Last column: Löwdin charge in e.
Geometry (Å):
C (-7.46, 21.48, 4.67)  -0.058
C (-8.87, 21.31, 4.12)  -0.305
O (-8.85, 20.46, 2.99)  -0.063
H (-7.17, 20.46, 4.94)  0.073
H (-7.44, 22.11, 5.56)  0.063
H (-6.79, 22.04, 4.02)  0.074
H (-9.31, 22.28, 3.91)  0.064
H (-9.47, 20.90, 4.94)  0.105
H (-9.19, 20.95, 2.23)  -0.122
C (-6.77, 19.63, -2.35)  -0.027
C (-5.91, 20.78, -1.94)  -0.193
O (-5.85, 20.80, -0.54)  -0.205
H (-7.81, 19.68, -2.02)  0.078
H (-6.47, 18.81, -1.69)  0.064
H (-6.65, 19.35, -3.39)  0.095
H (-6.23, 21.71, -2.41)  0.131
H (-4.92, 20.60, -2.36)  0.138
H (-6.70, 21.08, -0.20)  0.063
C (-8.37, 15.52, 1.82)  -0.039
C (-7.80, 16.93, 2.00)  -0.260
O (-6.96, 17.23, 0.87)  -0.133
H (-8.81, 15.23, 0.87)  0.073
H (-9.18, 15.32, 2.53)  0.090
H (-7.54, 14.84, 1.96)  0.092
H (-7.02, 16.77, 2.74)  0.059
H (-8.49, 17.70, 2.36)  0.161
H (-7.17, 16.70, 0.09)  0.157
C (-11.18, 17.40, -1.78)  -0.065
C (-10.49, 18.01, -0.67)  -0.352
O (-9.44, 17.16, -0.09)  -0.072
H (-10.40, 17.20, -2.51)  0.107
H (-11.83, 18.20, -2.14)  0.037
H (-11.77, 16.52, -1.53)  0.102
H (-11.13, 18.17, 0.21)  0.106
H (-10.21, 19.03, -0.96)  0.046
H (-9.80, 16.80, 0.73)  0.072
C (-6.37, 18.25, 3.11)  -0.075
O (-5.01, 18.36, 3.82)  -0.148
C (-4.85, 19.83, 4.19)  -0.175
C (-3.42, 20.26, 3.99)  -0.233
N (-3.36, 21.67, 4.16)  -0.052
C (-2.97, 21.78, 5.62)  -0.160
C (-3.07, 23.30, 5.92)  -0.200
O (-4.30, 23.91, 5.58)  -0.190
C (-5.51, 23.46, 6.16)  -0.097
H (-7.19, 18.41, 3.80)  0.130
H (-6.40, 17.25, 2.66)  0.037
H (-6.45, 18.91, 2.25)  0.011
H (-5.24, 20.10, 5.17)  0.107
H (-5.37, 20.45, 3.46)  0.064
H (-3.01, 20.11, 2.99)  0.090
H (-2.87, 19.64, 4.70)  0.131
H (-4.22, 22.18, 4.01)  0.040
H (-1.90, 21.54, 5.71)  0.123
H (-3.70, 21.23, 6.21)  0.102
H (-2.29, 23.70, 5.27)  0.120
H (-2.72, 23.54, 6.93)  0.112
H (-6.33, 24.08, 5.79)  0.076
H (-5.50, 23.49, 7.25)  0.097
H (-5.69, 22.41, 5.94)  0.045
C (-11.73, 22.42, 5.24)  -0.106
O (-12.48, 22.36, 4.04)  -0.167
C (-12.37, 21.11, 3.30)  -0.153
C (-13.35, 21.14, 2.11)  -0.211
N (-12.81, 20.28, 1.13)  -0.054
C (-13.61, 19.05, 1.30)  -0.157
C (-13.50, 18.41, -0.04)  -0.226
O (-14.19, 19.27, -0.90)  -0.134
C (-13.71, 19.17, -2.25)  -0.127
H (-10.68, 22.67, 5.09)  0.052
H (-11.64, 21.48, 5.79)  0.093
H (-12.03, 23.27, 5.85)  0.092
H (-12.74, 20.31, 3.93)  0.131
H (-11.34, 20.87, 3.02)  0.084
H (-13.17, 22.13, 1.69)  0.102
H (-14.38, 21.10, 2.44)  0.143
H (-12.96, 20.47, 0.15)  0.063
H (-14.65, 19.29, 1.54)  0.124
H (-13.18, 18.48, 2.12)  0.130
H (-13.99, 17.44, -0.02)  0.140
H (-12.43, 18.35, -0.28)  0.058
H (-13.59, 18.20, -2.72)  0.104
H (-12.72, 19.63, -2.36)  0.044
H (-14.27, 19.83, -2.91)  0.074
C (-7.54, 25.59, 3.38)  -0.177
O (-8.82, 24.82, 3.15)  -0.108
C (-8.74, 23.76, 2.25)  -0.269
C (-10.08, 23.12, 2.00)  -0.138
N (-10.01, 21.73, 1.68)  -0.035
C (-10.09, 21.31, 0.32)  -0.107
C (-9.34, 19.98, 0.08)  -0.125
O (-7.94, 19.98, 0.47)  -0.119
C (-7.30, 18.74, 0.56)  -0.383
H (-7.73, 26.64, 3.59)  -0.066
H (-7.01, 25.82, 2.46)  0.057
H (-6.95, 25.10, 4.15)  0.109
H (-8.13, 22.98, 2.71)  0.091
H (-8.16, 23.86, 1.33)  0.084
H (-10.61, 23.74, 1.27)  0.067
H (-10.63, 23.17, 2.94)  0.125
H (-10.76, 21.32, 2.22)  0.046
H (-9.56, 22.15, -0.14)  0.116
H (-11.03, 21.46, -0.23)  0.055
H (-9.43, 19.68, -0.96)  0.085
H (-10.03, 19.20, 0.40)  0.082
H (-6.75, 18.66, 1.50)  -0.001
H (-6.77, 18.44, -0.35)  0.102
H (-8.05, 17.96, 0.68)  0.051
C (-9.41, 26.47, 6.81)  -0.076
O (-8.69, 27.55, 6.11)  -0.162
C (-8.40, 27.05, 4.76)  -0.218
C (-7.35, 27.95, 4.01)  -0.147
N (-5.94, 27.58, 4.31)  -0.059
C (-4.88, 28.54, 4.01)  -0.188
C (-4.94, 29.94, 4.67)  -0.195
O (-4.79, 29.75, 6.10)  -0.190
C (-4.66, 31.08, 6.69)  -0.098
H (-8.74, 25.67, 7.12)  0.072
H (-10.17, 25.99, 6.19)  0.079
H (-9.83, 26.79, 7.77)  0.080
H (-9.26, 27.06, 4.09)  0.149
H (-8.01, 26.03, 4.77)  0.066
H (-7.63, 29.00, 4.00)  0.139
H (-7.37, 27.66, 2.96)  0.105
H (-5.91, 27.28, 5.28)  0.136
H (-4.81, 28.62, 2.92)  0.113
H (-3.98, 28.08, 4.44)  0.133
H (-5.89, 30.47, 4.57)  0.111
H (-4.08, 30.45, 4.22)  0.118
H (-5.68, 31.47, 6.67)  0.083
H (-4.15, 31.85, 6.10)  0.072
H (-4.11, 31.15, 7.62)  0.085
C (-9.52, 25.08, 0.27)  -0.129
C (-9.22, 26.42, 0.87)  -0.328
C (-8.42, 27.38, -0.17)  -0.136
O (-7.10, 26.95, -0.43)  -0.232
C (-6.17, 27.84, -1.00)  -0.094
N (-10.55, 26.94, 1.21)  0.055
H (-10.16, 24.51, 0.94)  0.005
H (-8.61, 24.52, 0.07)  0.069
H (-9.92, 25.06, -0.75)  0.070
H (-8.62, 26.34, 1.77)  0.096
H (-8.22, 28.36, 0.28)  0.114
H (-9.03, 27.48, -1.07)  0.118
H (-6.51, 28.50, -1.80)  0.089
H (-5.49, 27.18, -1.54)  0.089
H (-5.59, 28.29, -0.19)  0.087
H (-10.98, 26.33, 1.88)  0.072
H (-11.08, 26.95, 0.35)  0.070
C (-4.78, 22.39, 2.03)  -0.033
C (-5.97, 23.21, 1.37)  -0.291
C (-5.33, 24.50, 0.76)  -0.173
O (-4.46, 25.24, 1.56)  -0.128
C (-5.03, 26.05, 2.60)  -0.115
N (-6.67, 22.43, 0.33)  0.129
H (-4.04, 22.26, 1.24)  0.081
H (-4.98, 21.40, 2.43)  0.041
H (-4.30, 22.97, 2.82)  0.081
H (-6.63, 23.46, 2.20)  0.079
H (-6.08, 25.20, 0.40)  0.097
H (-4.83, 24.17, -0.14)  0.131
H (-4.40, 26.92, 2.79)  0.065
H (-5.25, 25.58, 3.55)  0.082
H (-5.98, 26.48, 2.30)  0.050
H (-6.13, 21.71, -0.14)  -0.226
H (-7.36, 21.88, 0.81)  0.077
C (-13.12, 21.76, -2.84)  -0.049
C (-12.41, 22.00, -1.44)  -0.341
C (-11.35, 23.19, -1.49)  -0.110
O (-10.08, 22.62, -2.05)  -0.200
C (-9.05, 23.56, -2.26)  -0.115
N (-13.40, 22.33, -0.40)  0.049
H (-14.14, 21.41, -2.72)  0.057
H (-12.72, 20.93, -3.43)  0.065
H (-13.12, 22.66, -3.46)  0.081
H (-11.91, 21.09, -1.11)  0.088
H (-11.12, 23.42, -0.45)  0.069
H (-11.69, 24.15, -1.89)  0.131
H (-8.85, 24.15, -1.37)  0.026
H (-9.28, 24.29, -3.03)  0.097
H (-8.14, 22.97, -2.45)  0.083
H (-13.99, 23.15, -0.47)  0.106
H (-13.09, 21.99, 0.50)  -0.007
C (-4.99, 19.28, 1.23)  -0.068
C (-3.66, 19.91, 0.85)  -0.375
C (-2.55, 19.01, 0.39)  -0.077
O (-2.02, 18.13, 1.54)  -0.220
C (-1.18, 17.01, 1.14)  -0.110
N (-4.01, 20.82, -0.21)  0.033
H (-5.41, 18.72, 0.40)  0.101
H (-5.65, 20.10, 1.52)  0.098
H (-4.83, 18.62, 2.08)  0.091
H (-3.41, 20.54, 1.70)  0.091
H (-1.78, 19.67, -0.02)  0.119
H (-3.00, 18.28, -0.29)  0.118
H (-0.82, 16.63, 2.10)  0.082
H (-0.33, 17.40, 0.58)  0.072
H (-1.70, 16.30, 0.50)  0.073
H (-4.47, 21.62, 0.22)  0.038
H (-4.68, 20.39, -0.83)  -0.008